No. 1
The following is a DFT calculation (ωB97M-V/def2-TZVPD) of a cluster of 2 separate species, C23H28BBrFN2O in total.

Geometry as ORCA input:
```
! RIJCOSX wB97M-V def2-TZVPD def2/J DEFGRID3
* xyz -1 1
C 0.2974 -0.1065 5.2414
C -0.6554 -0.1682 4.0749
C -1.8708 -0.8468 4.1608
C -2.7306 -0.8941 3.0691
C -2.4151 -0.2815 1.8610
C -3.3128 -0.3894 0.6476
C -3.7276 0.9923 0.0909
C -2.6463 -1.2901 -0.4188
C -1.1881 0.3955 1.7816
O -0.8470 1.0146 0.6158
C 0.1652 0.3390 -0.1863
B 1.7042 0.8833 -0.0570
Br 1.7687 2.8291 0.6440
C 2.5818 -0.1005 0.8993
C 2.8401 -1.4042 0.4242
C 3.5424 -2.3176 1.1934
C 3.9923 -1.9243 2.4537
C 3.7048 -0.6251 2.8556
N 3.0288 0.2546 2.1185
C 2.3462 0.9904 -1.5603
C 3.8580 1.1150 -1.6434
F 1.9754 -0.1505 -2.3709
C -0.3316 0.4578 2.8758
H 0.3623 -1.0758 5.7422
H -0.0071 0.6447 5.9738
H 1.2980 0.1545 4.8903
H -2.1485 -1.3482 5.0829
H -3.6676 -1.4363 3.1526
H -4.2374 -0.8737 0.9780
H -3.0118 1.7647 0.3569
H -3.8130 0.9629 -0.9974
H -4.7056 1.2828 0.4870
H -1.8125 -1.8555 -0.0062
H -3.3764 -1.9953 -0.8281
H -2.2911 -0.6972 -1.2628
H -0.1830 0.4590 -1.2176
H 0.1045 -0.7284 0.0516
H 2.4852 -1.6934 -0.5593
H 3.7401 -3.3216 0.8327
H 4.5411 -2.5969 3.1027
H 4.0372 -0.2785 3.8323
H 1.8897 1.8518 -2.0610
H 4.1901 1.5717 -2.5805
H 4.3258 0.1320 -1.5573
H 4.2142 1.7329 -0.8156
H 0.6047 0.9947 2.7649
N -1.7182 -0.5220 -3.9591
C -2.5594 -0.0871 -4.8931
C -2.2675 0.9549 -5.7603
C -1.0369 1.5838 -5.6429
C -0.1547 1.1450 -4.6698
C -0.5385 0.0886 -3.8552
H -3.5171 -0.5951 -4.9440
H -2.9906 1.2685 -6.5015
H -0.7736 2.4066 -6.2957
H 0.8119 1.6099 -4.5327
H 0.1260 -0.2769 -3.0787
*
```

Summary:
**Highest occupied orbital energy**: -0.19918 Eh
**Maximum force**: 0.51 eV/Å

=====

No. 2
The following is a DFT calculation (ωB97M-V/def2-TZVPD) of a structure of composition C23H28BN8O2Tb.

Geometry as ORCA input:
```
! RIJCOSX wB97M-V def2-TZVPD def2/J DEFGRID3
* xyz 3 8
Tb 0.3162 -1.4431 0.7098
C 2.5872 -2.3239 -2.3748
C 2.0531 -0.9304 -2.3363
C 2.3764 0.0618 -3.2497
C 1.6717 1.1667 -2.8510
N 0.9526 0.8514 -1.7603
N 1.1929 -0.4612 -1.4046
B 0.0070 1.6836 -0.9110
N 0.6855 1.9394 0.4674
C 1.1862 3.0718 0.9910
C 1.6860 2.7968 2.2472
C 1.4445 1.4390 2.4076
C 1.7038 0.6240 3.6164
N 0.8661 0.9104 1.3251
N -1.3654 0.9894 -0.7434
C -2.5662 1.3428 -1.2470
C -3.5241 0.4648 -0.7983
C -2.8323 -0.4466 -0.0068
C -3.3619 -1.6328 0.7302
N -1.5283 -0.1302 0.0166
N -0.3264 3.1138 -1.4903
C -1.1246 4.0806 -0.7898
C -1.2598 5.1586 -1.5879
C -0.5457 4.8428 -2.7689
C -0.3293 5.6073 -3.9911
N 0.0093 3.5481 -2.6438
H 3.0566 -2.4981 -3.3402
H 1.8014 -3.0669 -2.2622
H 3.3552 -2.4769 -1.6155
H 3.0312 -0.0251 -4.0996
H 1.6254 2.1466 -3.2915
H 1.1755 4.0068 0.4544
H 2.1376 3.4852 2.9418
H 1.7784 1.2433 4.5086
H 2.5322 -0.0790 3.5570
H 0.4615 -0.5955 4.7111
H -2.6819 2.1861 -1.9087
H -4.5782 0.4797 -1.0176
H -4.3797 -1.4489 1.0689
H -2.7666 -1.8562 1.6197
H -3.3919 -2.5128 0.0862
H -1.5023 3.8672 0.1985
H -1.7928 6.0728 -1.3844
H -0.7804 6.5935 -3.9511
H -0.7314 5.0465 -4.8454
H 0.7460 5.6883 -4.1908
C -1.7329 -4.1709 3.0221
C -0.5830 -4.0175 2.0721
C -0.7638 -4.0898 0.6851
C 0.3287 -4.0868 -0.1870
C 1.6181 -3.9354 0.3157
C 1.8124 -3.8339 1.6943
C 0.7276 -3.9013 2.5571
H -1.6432 -5.1267 3.5427
H -2.6918 -4.1622 2.5081
H -1.7300 -3.3898 3.7836
H -1.7546 -4.2862 0.2938
H 0.1708 -4.2929 -1.2389
H 2.4715 -4.0202 -0.3388
H 2.8179 -3.7900 2.0937
H 0.8938 -3.9196 3.6259
O 0.5130 -1.3614 2.9592
O 0.4755 -0.1972 3.8155
*
```

Summary:
**Highest occupied orbital energy (spin up / spin down)**: -0.62780 / -0.63689 Eh
**⟨S²⟩**: 16.781
**Maximum force**: 0.78 eV/Å